Record 1
Molecular formula: C4H9N3S
Method: DFT, ωB97M-V/def2-TZVPD

The calculation puts the HOMO energy at -9.33 eV. The total energy is -720.16463 Ha. As for the energy relative to the best compared isomer or geometry (same formula, charge and spin): 68.2 kcal/mol.

Positions of all 17 atoms, in Å:
C (1.003, 1.130, 0.913)
C (-0.038, 0.267, 0.322)
C (-0.308, -0.922, 1.188)
C (-1.568, -0.914, -2.278)
H (0.147, 2.577, -0.052)
H (1.601, 2.436, -0.749)
H (1.985, 0.646, 1.169)
H (0.726, 1.508, 1.864)
H (-1.331, -1.342, 1.098)
H (-0.041, -0.688, 2.172)
H (0.977, -3.007, 1.266)
H (-0.603, -0.926, -2.980)
H (-2.412, -1.568, -2.466)
N (1.134, 2.413, 0.204)
N (-0.527, 0.576, -0.873)
N (-1.677, -0.233, -1.236)
S (0.929, -1.955, 0.439)

Record 2
Molecular formula: C2H5NO
Method: DFT, ωB97M-V/def2-TZVPD

The calculation puts the HOMO energy at -10.06 eV. Its SMILES is [H]/N=C/OC. The total energy is -209.13716 Ha. As for the energy relative to the best compared isomer or geometry (same formula, charge and spin): 53.4 kcal/mol.

Positions of all 9 atoms, in Å:
H (-2.748, -0.285, 1.104)
N (-2.017, -0.653, 0.498)
C (-1.089, 0.223, 0.705)
O (0.200, 0.303, 0.407)
C (1.074, -0.010, -0.803)
H (-1.284, 1.037, 1.447)
H (0.496, -0.313, -1.665)
H (1.804, -0.881, -0.662)
H (1.696, 0.867, -1.027)

Record 3
Molecular formula: C29H54O12
Method: DFT, ωB97M-V/def2-TZVPD

The calculation puts the HOMO energy at -9.14 eV. Its SMILES is CCCCC[C@]1(COC(C)=O)OC(=O)O[C@@H]1O.CC(C)=O.CC(C)=O.CC(C)=O.CC(C)=O.CC(C)=O.CC(C)=O. The total energy is -2040.00419 Ha.

Positions of all 95 atoms, in Å:
C (-4.312, -1.327, 1.379)
C (-5.517, -0.286, 1.823)
C (-6.992, -0.806, 1.277)
C (-7.436, -0.114, -0.163)
C (-6.518, -0.591, -1.435)
C (-5.355, 0.469, -1.893)
C (-4.383, -0.429, -2.859)
O (-3.085, 0.223, -3.107)
C (-1.973, -0.473, -2.440)
C (-1.012, 0.466, -1.451)
O (-1.638, -1.758, -2.578)
O (-4.438, 1.049, -0.900)
C (-4.848, 2.487, -0.781)
O (-4.313, 3.314, 0.139)
O (-5.915, 2.787, -1.764)
C (-5.728, 1.760, -2.832)
O (-6.803, 1.599, -3.835)
H (-3.309, -0.736, 1.118)
H (-4.597, -1.971, 0.426)
H (-4.039, -2.020, 2.290)
H (-5.579, -0.351, 3.011)
H (-5.290, 0.841, 1.566)
H (-7.757, -0.567, 2.148)
H (-6.931, -1.994, 1.218)
H (-8.550, -0.493, -0.363)
H (-7.514, 1.064, -0.046)
H (-7.261, -0.706, -2.359)
H (-6.072, -1.683, -1.266)
H (-4.923, -0.493, -3.921)
H (-4.233, -1.519, -2.427)
H (-0.680, 1.413, -2.077)
H (-1.728, 0.770, -0.545)
H (-0.057, -0.113, -1.098)
H (-4.807, 2.216, -3.413)
H (-6.888, 2.512, -4.251)
C (0.716, 0.376, -7.063)
C (0.390, 0.378, -5.593)
C (-0.095, -0.913, -4.988)
O (0.514, 1.395, -4.913)
H (1.053, 1.374, -7.361)
H (1.518, -0.339, -7.264)
H (-0.176, 0.120, -7.641)
H (0.671, -1.685, -5.097)
H (-1.022, -1.226, -5.474)
H (-0.291, -0.762, -3.921)
C (3.191, -2.695, -2.238)
C (2.965, -1.863, -1.004)
C (4.116, -1.030, -0.508)
O (1.880, -1.864, -0.424)
H (2.275, -3.244, -2.479)
H (3.444, -2.048, -3.081)
H (3.993, -3.416, -2.058)
H (4.409, -0.308, -1.274)
H (4.959, -1.676, -0.251)
H (3.807, -0.482, 0.389)
C (-3.582, 7.600, 2.554)
C (-3.019, 6.291, 3.039)
C (-2.798, 5.209, 2.016)
O (-2.751, 6.112, 4.226)
H (-3.688, 8.286, 3.402)
H (-2.903, 8.049, 1.824)
H (-4.567, 7.440, 2.109)
H (-2.084, 5.551, 1.262)
H (-3.748, 4.942, 1.547)
H (-2.389, 4.321, 2.509)
C (5.460, -4.698, 0.938)
C (6.765, -3.955, 1.046)
C (7.850, -4.578, 1.884)
O (6.938, -2.881, 0.473)
H (4.772, -4.131, 0.303)
H (5.628, -5.679, 0.484)
H (5.012, -4.809, 1.928)
H (8.124, -5.552, 1.472)
H (7.509, -4.683, 2.916)
H (8.734, -3.931, 1.871)
C (8.504, 1.069, 4.000)
C (8.210, -0.264, 3.364)
C (7.793, -0.266, 1.918)
O (8.308, -1.311, 4.002)
H (8.793, 0.916, 5.045)
H (9.330, 1.556, 3.476)
H (7.611, 1.698, 3.972)
H (8.587, 0.162, 1.301)
H (6.868, 0.304, 1.797)
H (7.614, -1.297, 1.593)
C (1.216, -1.443, 2.593)
C (0.989, -0.611, 3.827)
C (2.140, 0.223, 4.323)
O (-0.095, -0.612, 4.408)
H (0.299, -1.991, 2.352)
H (1.468, -0.795, 1.750)
H (2.018, -2.163, 2.773)
H (2.434, 0.944, 3.557)
H (2.983, -0.424, 4.580)
H (1.832, 0.770, 5.220)

Record 4
Molecular formula: C3H10NO2S
Method: DFT, ωB97M-V/def2-TZVPD

The calculation puts the HOMO energy at -13.14 eV. Its net charge is +1. The total energy is -723.46460 Ha. As for the energy relative to the best compared isomer or geometry (same formula, charge and spin): 10.1 kcal/mol.

Positions of all 17 atoms, in Å:
O (-1.121, -0.672, 1.401)
C (-0.986, -0.656, 0.210)
C (0.101, 0.278, -0.344)
C (-0.491, 1.681, -0.407)
S (-1.473, 1.827, -1.929)
N (1.207, 0.210, 0.697)
H (-1.642, -1.203, -0.470)
H (0.649, -0.017, -1.234)
H (0.227, 2.506, -0.342)
H (-1.026, 1.837, 0.535)
H (-2.633, 2.358, -1.496)
H (1.958, 0.881, 0.505)
H (1.469, -0.786, 0.807)
H (0.848, 0.428, 1.635)
H (0.338, -3.074, 0.601)
H (1.572, -3.094, -0.355)
O (1.003, -2.505, 0.186)

Record 5
Molecular formula: C2H6N2O3P
Method: DFT, ωB97M-V/def2-TZVPD

The calculation puts the HOMO energy at -4.68 eV. Its net charge is -1. The total energy is -756.37720 Ha. As for the energy relative to the best compared isomer or geometry (same formula, charge and spin): 123.8 kcal/mol.

Positions of all 14 atoms, in Å:
C (0.552, 1.859, 0.489)
C (0.660, 1.076, -0.766)
N (1.528, 0.747, 0.371)
N (-1.363, -0.947, 0.751)
O (0.192, -2.740, -0.302)
O (-2.058, -2.228, -1.543)
O (1.300, -0.483, 1.060)
P (-1.051, -1.961, -0.429)
H (0.987, 2.847, 0.568)
H (-0.242, 1.716, 1.317)
H (-0.085, 0.408, -0.985)
H (1.218, 1.229, -1.719)
H (0.497, -1.160, 0.693)
H (-2.137, -0.364, 0.496)

Record 6
Molecular formula: C22H25NO5
Method: DFT, ωB97M-V/def2-TZVPD

The calculation puts the HOMO energy at -7.28 eV. The total energy is -1283.59414 Ha. As for the energy relative to the best compared isomer or geometry (same formula, charge and spin): 489.9 kcal/mol.

Positions of all 53 atoms, in Å:
C (5.107, 1.798, 1.304)
C (3.767, 1.107, 1.569)
C (2.701, 2.075, 2.060)
H (3.241, 2.649, 2.977)
H (2.886, 2.903, 1.235)
C (1.557, 1.618, 2.572)
C (0.769, 1.120, 1.497)
C (0.988, 1.114, 0.084)
C (0.248, 0.551, -0.959)
C (0.373, 1.030, -2.330)
C (-0.540, 0.360, -3.197)
O (-0.417, 0.778, -4.386)
C (-1.111, -0.756, -3.158)
C (-1.736, -1.022, -1.518)
O (-2.475, -1.834, -1.295)
C (-0.803, -0.206, -0.474)
C (-0.948, -0.414, 0.678)
N (-0.281, 0.123, 1.781)
C (-0.681, -0.478, 3.045)
C (0.254, -1.415, 3.650)
C (0.504, -2.839, 3.144)
C (1.419, -3.286, 4.098)
C (1.848, -2.376, 4.783)
O (1.173, -1.115, 4.650)
H (2.734, -2.615, 5.414)
H (1.790, -4.360, 3.778)
H (-0.053, -3.142, 2.318)
H (-1.731, -0.834, 3.172)
H (-0.461, 0.588, 3.879)
H (-1.809, -1.174, 1.032)
C (-0.529, -2.116, -3.471)
H (-0.971, -2.989, -3.367)
H (0.403, -2.086, -2.932)
H (-0.154, -1.836, -4.593)
O (-2.416, -0.696, -3.791)
C (-3.489, 0.119, -3.330)
O (-3.048, 0.776, -2.520)
C (-4.653, 0.500, -4.192)
C (-5.705, 1.005, -3.606)
H (-5.424, 1.983, -3.104)
H (-6.573, 1.324, -4.380)
H (-6.115, 0.578, -2.550)
H (-4.710, -0.657, -4.554)
H (-4.074, 0.965, -5.206)
H (1.108, 1.692, -2.457)
H (1.645, 1.981, -0.313)
H (1.692, 0.874, 3.206)
H (0.871, 2.434, 2.852)
H (3.987, 0.238, 2.478)
H (3.455, 0.534, 0.999)
H (5.864, 0.902, 0.975)
H (5.588, 2.204, 2.130)
H (4.940, 2.327, 0.323)